The following is a quantum chemistry calculation of a structure of composition C31H29ClN7OPSiTc, from the OMol25 dataset.

Atoms and positions in Å:
Tc1 0.01035 0.00100 0.24050
Cl1 2.28843 0.21129 -0.66344
C1 2.99115 1.69869 0.01982
C2 4.32490 1.91196 -0.26946
C3 4.90989 3.07648 0.20518
C4 4.16238 3.99539 0.93278
C5 2.82629 3.75183 1.19711
C6 2.21212 2.57582 0.75504
P1 0.44167 2.30262 1.02828
C7 -0.32416 3.70098 0.17281
C8 0.05605 3.88855 -1.16015
C9 -0.42175 4.97193 -1.87562
C10 -1.29315 5.87069 -1.27102
C11 -1.67258 5.68953 0.04864
C12 -1.18458 4.61202 0.77822
C13 0.12030 2.42625 2.80384
C14 1.14470 2.41804 3.74626
C15 0.84189 2.42202 5.10248
C16 -0.47892 2.43854 5.52393
C17 -1.50763 2.43881 4.58810
C18 -1.21063 2.42128 3.23464
H1 4.88928 1.19914 -0.85421
H2 5.95249 3.26895 -0.00837
H3 4.62342 4.90793 1.28436
H4 2.24335 4.48289 1.74515
H5 0.75608 3.20696 -1.63385
H6 -0.11072 5.12022 -2.90148
H7 -1.67059 6.71546 -1.83090
H8 -2.34270 6.39427 0.52130
H9 -1.46088 4.51550 1.81848
H10 2.18077 2.41108 3.43299
H11 1.64348 2.42892 5.82902
H12 -0.70967 2.46652 6.58071
H13 -2.53948 2.47073 4.91381
H14 -2.02241 2.41825 2.51526
N1 0.29541 -1.43733 4.14387
C19 1.66304 -1.47516 3.98748
C20 1.91841 -1.01679 2.73247
N2 0.72414 -0.70284 2.13101
C21 -0.23187 -0.96969 3.00392
C22 -1.59095 -0.70535 2.57040
N3 -1.74457 -0.21360 1.34792
C23 -3.09410 -0.02444 1.15251
C24 -3.74898 -0.40515 2.27954
N4 -2.78166 -0.83460 3.16506
H15 -0.20117 -1.73005 4.97043
H16 2.31679 -1.82226 4.76769
H17 2.86328 -0.90572 2.22984
H18 -3.49691 0.36026 0.23265
H19 -4.79634 -0.42275 2.52323
H20 -2.96122 -1.19399 4.08938
N5 -0.95274 0.72804 -1.32388
C25 -1.56230 1.19949 -2.19567
C26 -2.30248 1.80063 -3.18900
C27 -2.36535 1.23581 -4.48373
N6 -2.40677 0.78238 -5.54149
C28 -3.03206 2.96231 -2.81732
N7 -3.60881 3.88415 -2.43846
C29 2.42256 -3.30964 -0.88705
Si1 0.57650 -3.33007 -0.74168
C30 0.03917 -4.37412 0.68845
C31 -0.20872 -3.86729 -2.31765
O1 0.06728 -1.75004 -0.38229
H21 2.78122 -4.33195 -1.03068
H22 2.90712 -2.91926 0.01140
H23 2.76592 -2.72909 -1.74620
H24 0.26954 -5.42482 0.49822
H25 -1.03926 -4.30282 0.84891
H26 0.54744 -4.09265 1.61482
H27 0.16946 -4.85872 -2.57983
H28 0.01873 -3.20003 -3.15065
H29 -1.29396 -3.94161 -2.22738

Calculated values
Net charge = +2
Gap between HOMO and LUMO (alpha / beta) = 8.564 / 5.556 eV
Calculated total energy = -76971.6740 eV
Multiplicity = 4
Largest force on an atom = 0.68 eV Å⁻¹

Atom charges from the Mulliken analysis, given in e for atoms 1 to 5: Tc -0.53; Cl 0.04; C 0.56; C -0.71; C -0.55